The following is a quantum chemistry calculation of a molecular structure, H6NO21S5Zn at a distorted geometry, from the OMol25 dataset.

Properties
- LUMO: 9.36 eV
- Multiplicity: 1
- Gap between HOMO and LUMO: 1.806 eV
- Total charge: -7

Each line ends with the Mulliken charge.
Atoms and positions in Å:
Zn 0.8315 0.0297 0.4466  0.44
N -5.0980 0.5087 -1.4541  -0.54
H -5.8355 0.4576 -2.1424  0.37
H -4.2512 0.5000 -2.0046  0.37
H -5.1690 -0.3359 -0.9049  0.39
H -5.2549 1.3282 -0.8851  0.38
S 5.1887 -3.5130 -1.4405  1.17
O 4.1395 -2.8112 -0.6640  -0.53
O 6.3613 -3.5996 -0.5666  -0.70
O 4.7610 -4.8598 -1.7344  -0.72
O 5.5981 -2.7345 -2.5877  -0.69
S -2.8015 -4.5376 1.4000  1.11
O -4.1536 -4.2604 1.0276  -0.77
O -2.0616 -3.3744 1.1256  -0.57
O -2.7380 -4.9315 2.8085  -0.74
O -2.1962 -5.5723 0.5923  -0.69
S 2.5171 -0.8177 6.0183  1.15
O 1.5667 -0.7929 7.1043  -0.74
O 1.9857 -0.1607 4.8279  -0.57
O 3.7287 -0.1074 6.4792  -0.77
O 2.8416 -2.1868 5.7773  -0.65
S -0.2337 1.0303 -5.5076  1.08
O -1.5219 1.6906 -5.6394  -0.75
O -0.3029 -0.1877 -6.2662  -0.72
O 0.8315 1.9328 -6.0206  -0.79
O 0.0354 0.7278 -4.0675  -0.61
S -2.2322 5.2256 0.7243  1.01
O -1.8517 6.0957 1.8373  -0.76
O -1.5805 3.9045 0.7984  -0.65
O -3.6730 4.9769 0.8059  -0.81
O -1.9545 5.8331 -0.5829  -0.73
O 3.9255 3.2133 0.2444  -0.57
H 3.7260 4.1318 0.0635  0.30
H 4.8718 3.1969 0.3871  0.27

---

The following is a quantum chemistry calculation of a gas-phase ion, C20H28NO (charge +1) at a distorted geometry, from the OMol25 dataset.

Properties
- LUMO: -2.52 eV
- Relative energy (zero: lowest compared OMol25 entry of this formula, charge and spin): 1783.7 kJ/mol
- SMILES string: CC[NH+](CC)CCO[C@H](c1ccccc1)c1ccc(C)cc1
- Multiplicity: 1
- Gap between HOMO and LUMO: 8.023 eV
- Total charge: +1

Each line ends with the Mulliken charge.
Atoms and positions in Å:
C 0.7676 -2.2220 3.3011  -1.29
C 0.4244 -2.9332 1.9634  -0.51
N 1.1511 -2.4949 0.6840  0.85
C 2.4474 -3.0463 0.9635  -0.55
C 3.4879 -2.2031 -0.1666  -0.93
C 0.5227 -2.7240 -0.4619  -1.13
C 0.2883 -1.4573 -0.9561  0.00
O 0.2963 -0.4657 -0.2271  0.12
C 0.3424 0.8769 -0.6266  -0.57
C 0.3210 1.7548 0.6959  0.40
C 1.4114 1.2652 1.4576  -0.97
C 1.6614 2.0386 2.6861  -1.51
C 0.6620 3.2596 3.1470  -0.69
C -0.5453 3.2539 2.2049  -0.66
C -0.5099 2.6857 1.0079  0.23
C -0.8436 1.2536 -1.4731  0.53
C -2.2701 0.5851 -1.0488  -0.78
C -3.3489 0.9902 -1.9670  -0.79
C -3.2498 1.7709 -2.9557  0.80
C -4.3552 2.2215 -3.7730  -1.45
C -1.6985 2.3238 -3.5944  -1.11
C -0.8292 2.0764 -2.6469  -0.15
H 0.1500 -2.3872 4.1532  0.42
H 1.9595 -2.3604 3.4573  0.26
H 0.6966 -1.3033 3.1833  0.36
H 0.6686 -3.9452 2.1264  0.44
H -0.6300 -2.8103 1.9086  0.52
H 1.2853 -1.5555 0.8828  -0.61
H 2.7385 -4.0405 0.7154  0.38
H 3.0794 -2.7110 1.9735  0.16
H 3.2026 -2.5629 -1.1535  0.33
H 3.2382 -1.0362 0.1051  0.17
H 4.4290 -2.6395 0.1216  0.52
H -0.3260 -3.0151 -0.2025  0.41
H 1.0924 -3.4808 -0.9315  0.42
H 1.1589 -1.3445 -1.9218  0.32
H -0.4017 -1.4189 -1.9428  0.39
H 1.1889 1.0669 -1.1081  0.75
H 2.0938 0.6515 1.3028  1.02
H 2.3441 1.9391 3.2290  0.86
H 0.6262 3.5985 4.1298  0.43
H -1.2864 4.1811 2.6361  0.22
H -1.5050 2.7811 0.5295  0.26
H -2.3001 0.2519 -0.1728  1.05
H -4.3158 0.7070 -1.6950  0.33
H -5.2666 1.7059 -3.6031  0.43
H -4.0665 2.0747 -5.0564  0.26
H -4.4446 3.3727 -3.7831  0.30
H -1.7515 2.9069 -4.3718  0.58
H 0.2085 2.5642 -2.7263  0.22

---

The following is a quantum chemistry calculation of a molecular structure, C38H48BrIrN2O2P2 at a distorted geometry, from the OMol25 dataset.

Properties
- LUMO: -0.03 eV
- Relative energy (zero: lowest compared OMol25 entry of this formula, charge and spin): 315.7 kJ/mol
- Multiplicity: 1
- Gap between HOMO and LUMO: 6.753 eV
- Total charge: 0

Each line ends with the Mulliken charge.
Atoms and positions in Å:
Ir -0.4977 -0.3197 0.3012  3.48
C 1.9544 -3.0736 3.8562  -1.34
C 1.0705 -1.9297 3.3717  0.56
C 1.7731 -0.5831 3.5858  -1.55
P 0.6102 -2.0775 1.5806  0.48
C -0.2861 -3.7190 1.3983  1.44
C -1.2338 -3.9095 2.5887  -1.54
C 0.4791 -5.0082 1.1092  -1.78
C 2.2133 -2.1118 0.7675  -0.97
C 3.0819 -3.1883 0.6114  -0.44
C 4.2445 -3.0762 -0.1367  0.45
C 5.1828 -4.2412 -0.3064  -1.65
C 4.4949 -1.8559 -0.7594  -1.55
C 3.6767 -0.7617 -0.5576  0.05
C 2.5376 -0.8515 0.2519  -0.57
N 1.6641 0.2084 0.5050  0.53
C 2.0711 1.5102 0.6195  -0.07
C 3.4176 1.8919 0.8265  -0.81
C 3.7700 3.2095 1.0253  -1.42
C 2.8202 4.2336 1.0529  0.64
C 3.1992 5.6746 1.2823  -1.66
C 1.5001 3.8656 0.8768  -0.12
C 1.1197 2.5401 0.6549  -0.84
P -0.5904 2.0473 0.4889  0.44
C -1.2067 2.7157 -1.1472  0.69
C -2.7362 2.7595 -1.1105  -1.30
C -0.5794 4.0055 -1.6747  -1.66
C -1.5059 2.9276 1.8409  0.76
C -0.7846 2.6102 3.1573  -1.28
C -1.7544 4.4383 1.7204  -1.68
H 2.2066 -2.9152 4.9071  0.46
H 2.8836 -3.1064 3.2869  0.22
H 1.4623 -4.0418 3.7719  0.29
H 0.1288 -1.9255 3.9299  0.77
H 2.7655 -0.5966 3.1312  0.29
H 1.8875 -0.3809 4.6529  0.60
H 1.2160 0.2365 3.1311  0.01
H -0.9100 -3.5110 0.5260  -0.04
H -0.6919 -4.1990 3.4902  0.28
H -1.9469 -4.7040 2.3613  0.50
H -1.8013 -3.0014 2.7979  0.24
H 1.1176 -5.3050 1.9429  0.26
H 1.0808 -4.9214 0.2067  0.36
H -0.2458 -5.8108 0.9505  0.49
H 2.8610 -4.1390 1.0745  0.55
H 4.8419 -5.1079 0.2597  0.40
H 6.1877 -3.9878 0.0363  0.34
H 5.2587 -4.5288 -1.3572  0.32
H 5.3514 -1.7655 -1.4184  0.39
H 3.8815 0.1613 -1.0810  0.81
H 4.1833 1.1311 0.8547  0.61
H 4.8174 3.4511 1.1715  0.39
H 4.2216 5.8674 0.9581  0.40
H 3.1312 5.9391 2.3405  0.30
H 2.5310 6.3403 0.7353  0.38
H 0.7393 4.6370 0.9094  0.39
H -0.9219 1.9061 -1.8217  0.29
H -3.1022 3.5175 -0.4166  0.24
H -3.1392 1.7884 -0.8130  0.16
H -3.1266 2.9878 -2.1037  0.48
H -0.9859 4.8971 -1.1951  0.34
H -0.7762 4.0898 -2.7461  0.46
H 0.5017 4.0005 -1.5393  0.33
H -2.4714 2.4110 1.8499  0.66
H 0.1898 3.0998 3.1760  0.35
H -0.6145 1.5401 3.2655  -0.18
H -1.3670 2.9566 4.0138  0.54
H -1.0336 4.9946 2.3204  0.46
H -2.7503 4.6810 2.0940  0.35
H -1.6938 4.8017 0.6982  0.28
O -4.1614 -1.9454 -0.9393  -0.74
C -3.3100 -1.2808 -0.3768  0.02
O -2.2526 -0.7670 -0.8809  -0.93
C -3.4970 -0.9731 1.0916  0.53
C -4.7575 -1.0095 1.6717  -0.74
C -4.8890 -0.6585 3.0012  -0.81
C -3.7455 -0.3160 3.7154  -1.05
C -2.5281 -0.3362 3.0656  -0.49
N -2.4073 -0.6353 1.7663  0.36
H -5.5928 -1.3056 1.0537  0.59
H -5.8598 -0.6456 3.4789  0.41
H -3.7956 -0.0369 4.7587  0.52
H -1.6172 -0.0985 3.5966  0.30
Br 3.6018 -2.3441 -4.4874  -0.19
C 2.2127 -1.6606 -3.3829  0.05
C 2.1075 -0.2986 -3.1831  -1.18
C 1.1659 0.1838 -2.2797  0.17
C 0.3318 -0.6774 -1.5807  0.45
C 0.3941 -2.0360 -1.8844  0.04
C 1.3366 -2.5400 -2.7721  -0.77
H 2.7634 0.3843 -3.7074  0.43
H 1.1150 1.2565 -2.1276  0.01
H -0.3207 -2.7233 -1.4472  0.45
H 1.3849 -3.6001 -2.9827  0.49

---

The following is a quantum chemistry calculation of 3 unconnected molecules or ions with the total composition C20H39BClNO11P, from the OMol25 dataset.

Properties
- LUMO: 2.10 eV
- Multiplicity: 1
- Gap between HOMO and LUMO: 7.090 eV
- Total charge: -1

Each line ends with the Mulliken charge.
Atoms and positions in Å:
C 4.8452 -2.3763 0.5757  -1.60
C 5.1480 -0.9427 0.1127  2.59
C 6.2514 -0.3504 0.9895  -2.04
C 5.5926 -0.8631 -1.3562  -1.53
C 4.5279 -0.8759 -2.4644  0.84
C 3.4896 -1.9855 -2.3214  -1.65
C 3.8910 0.5012 -2.6698  -1.22
O 3.5084 1.0921 -1.4579  0.30
B 2.9726 2.4550 -1.4800  -0.03
Cl 4.3315 3.6462 -2.2037  -0.47
C 1.5971 2.7045 -2.2874  -1.22
C 0.3202 2.1224 -1.6255  0.37
C -0.4300 1.0995 -2.4834  -0.81
C 0.1581 -0.2995 -2.4413  -0.20
O 0.3888 -0.7651 -1.0954  0.14
C -0.7164 -1.1437 -0.4387  -0.24
O -0.9808 -0.8079 0.6771  -0.54
P 2.8166 2.9228 0.4327  1.16
N 2.0926 4.2033 0.9503  -1.15
O 4.3461 2.8748 1.0210  -0.62
O 2.1691 1.6172 1.1819  -0.55
H 5.4781 -3.1024 0.0580  0.28
H 3.8062 -2.6610 0.4148  0.33
H 5.0325 -2.4759 1.6476  0.47
H 4.2529 -0.3355 0.2460  -1.02
H 6.4576 0.6887 0.7261  0.42
H 7.1844 -0.9070 0.8458  0.44
H 5.9959 -0.4094 2.0487  0.40
H 6.2736 -1.7096 -1.5165  0.58
H 6.1820 0.0490 -1.4949  0.37
H 5.0772 -1.0713 -3.3941  0.38
H 2.9080 -1.8903 -1.4050  0.00
H 3.9604 -2.9724 -2.3409  0.45
H 2.7969 -1.9530 -3.1661  0.56
H 3.0268 0.3975 -3.3434  0.32
H 4.6053 1.1494 -3.1936  0.40
H 1.6799 2.3323 -3.3184  0.35
H 1.4773 3.7866 -2.3891  0.26
H -0.3779 2.9302 -1.3973  0.30
H 0.5523 1.6616 -0.6642  0.10
H -0.3963 1.4049 -3.5354  0.45
H -1.4869 1.0504 -2.2028  0.08
H -0.5043 -1.0125 -2.9488  0.50
H 1.1295 -0.3412 -2.9255  -0.22
H -1.3492 -1.8403 -1.0226  0.34
H 1.7551 4.7481 0.1645  0.25
H 4.8457 2.1861 0.5645  0.29
H 2.5952 0.8078 0.8736  0.35
C -2.6433 -1.3676 3.2193  -1.44
C -3.6760 -0.8645 4.1851  0.50
C -4.1757 -1.8278 5.2443  -0.47
O -5.5317 -1.3945 5.4478  -0.37
C -5.9450 -0.7840 4.3139  0.63
O -7.0748 -0.4829 4.0762  -0.55
O -4.9098 -0.5872 3.4814  -0.21
H -1.7572 -1.7156 3.7520  0.42
H -3.0445 -2.1856 2.6199  0.30
H -2.3317 -0.5789 2.5402  0.37
H -3.3499 0.0699 4.6501  0.24
H -3.6352 -1.7751 6.1848  0.31
H -4.1912 -2.8571 4.8775  0.30
C -8.2288 0.7879 -0.2610  -1.47
C -7.0987 -0.1814 -0.4819  0.55
C -6.1445 -0.3453 0.6846  -0.31
O -4.9106 -0.6571 0.0235  -0.24
C -4.9543 -0.1475 -1.2256  0.59
O -4.0321 -0.0980 -1.9744  -0.54
O -6.2058 0.2890 -1.5114  -0.37
H -8.8103 0.4800 0.6089  0.38
H -7.8340 1.7886 -0.0845  0.36
H -8.8878 0.8251 -1.1274  0.36
H -7.4754 -1.1565 -0.8062  0.25
H -6.4048 -1.1511 1.3625  0.19
H -6.0251 0.5777 1.2536  0.24

---

The following is a quantum chemistry calculation of 2 unconnected molecules or ions with the total composition C4H9O3 at a distorted geometry, from the OMol25 dataset.

Properties
- LUMO: 4.02 eV
- Relative energy (zero: lowest compared OMol25 entry of this formula, charge and spin): 255.3 kJ/mol
- Multiplicity: 1
- Gap between HOMO and LUMO: 7.776 eV
- Total charge: -1

Each line ends with the Mulliken charge.
Atoms and positions in Å:
C -0.3690 0.4494 -1.9292  -0.51
O -1.5099 0.7735 -1.2038  -0.85
C 0.6256 -0.2865 -1.0583  -0.72
C 0.0983 -0.7867 0.2460  -0.05
C 1.1056 -0.9301 1.3040  -0.06
O 1.1791 -1.8857 2.0453  -0.56
H -0.7992 -0.1599 -2.7987  0.27
H 0.0877 1.2152 -2.4813  0.27
H 0.9723 -1.2173 -1.6195  0.27
H 1.5532 0.3417 -0.8021  0.26
H -0.3521 -1.8428 0.3159  0.23
H -0.7241 -0.1396 0.5438  0.28
H 1.8107 -0.1195 1.3703  0.37
H -1.4853 2.4404 1.2177  0.21
H -1.0657 1.4436 -0.1326  0.39
O -0.7643 2.0324 0.7849  -0.82

---

The following is a quantum chemistry calculation of 2 unconnected molecules or ions with the total composition C7H9N3O at a distorted geometry, from the OMol25 dataset.

Properties
- LUMO: 0.00 eV
- Relative energy (zero: lowest compared OMol25 entry of this formula, charge and spin): 343.1 kJ/mol
- Multiplicity: 1
- Gap between HOMO and LUMO: 9.172 eV
- Total charge: 0

Each line ends with the Mulliken charge.
Atoms and positions in Å:
C -2.0475 -0.2207 0.6371  0.08
C 0.9623 3.2132 0.5364  -0.56
C 0.4688 2.2713 -0.3670  -0.11
C -0.0506 1.7893 1.7341  0.00
C 1.1446 -2.7857 -0.6586  -1.13
C -0.1204 -1.9722 -0.8188  -0.30
C -0.9167 0.1962 -0.0213  0.20
N -3.0676 -0.5659 1.0374  -0.41
N 0.6543 2.8576 1.7973  -0.62
N -0.1930 1.3505 0.4318  0.09
O 0.1468 -0.7277 -0.3717  -0.24
H 1.5938 3.9769 0.3779  0.49
H 0.5620 2.3695 -1.5127  0.30
H -0.4335 1.1860 2.5392  0.37
H 0.9655 -3.7789 -0.1747  0.28
H 1.4681 -2.8885 -1.6315  0.33
H 1.8085 -2.2292 -0.0993  0.37
H -0.9201 -2.4269 -0.2295  0.30
H -0.5102 -1.9172 -1.8494  0.33
H -1.5153 0.3026 -1.3567  0.25

---

The following is a quantum chemistry calculation of 2 unconnected molecules or ions with the total composition C6H7F at a distorted geometry, from the OMol25 dataset.

Properties
- LUMO: 0.83 eV
- Relative energy (zero: lowest compared OMol25 entry of this formula, charge and spin): 385.8 kJ/mol
- SMILES string: CC#CF.C#CC
- Multiplicity: 1
- Gap between HOMO and LUMO: 10.718 eV
- Total charge: 0

Each line ends with the Mulliken charge.
Atoms and positions in Å:
C -1.1933 3.1924 -0.5447  -0.99
C -0.3370 2.2978 -1.3840  0.02
C 0.3018 1.6427 -2.1398  0.39
F 1.2565 1.0147 -2.7395  -0.24
H -1.4318 2.5592 0.2663  0.28
H -0.6634 4.0696 -0.2074  0.27
H -2.0373 3.4085 -1.1786  0.27
C 1.9019 -1.9562 -1.6450  -0.17
C 1.5439 -2.1365 -0.5197  -0.06
C 1.0467 -2.4420 0.8438  -1.02
H 2.1079 -1.8403 -2.6290  0.45
H 1.8671 -2.3448 1.6143  0.27
H 0.2468 -1.7584 1.0350  0.27
H 0.8091 -3.4834 0.8201  0.27

---

The following is a quantum chemistry calculation of a gas-phase ion, C5H11N (charge -1) at a distorted geometry, from the OMol25 dataset.

Properties
- LUMO (spin up / spin down): 4.07 / 3.89 eV
- Relative energy (zero: lowest compared OMol25 entry of this formula, charge and spin): 125.4 kJ/mol
- Multiplicity: 2
- Gap between HOMO and LUMO (spin up / spin down): 2.751 / 7.195 eV
- Total charge: -1

Each line ends with the Mulliken charge.
Atoms and positions in Å:
C 0.8380 -1.2784 -2.0532  -1.07
N 0.6203 -1.7299 -0.6707  -0.28
C -0.3605 -0.9611 0.0860  -0.99
C 0.1267 0.3962 0.5845  -0.26
C -0.7760 1.0486 1.5887  -0.62
C -0.9137 2.4540 1.5381  -0.86
H 0.3265 -0.3427 -2.2464  0.42
H 0.4661 -2.0277 -2.7534  0.25
H 1.9106 -1.0986 -2.2106  0.32
H 1.5131 -1.8189 -0.2156  0.25
H -0.7033 -1.5738 0.9157  0.42
H -1.2174 -0.7821 -0.5679  0.31
H 0.2119 1.0422 -0.3042  -0.09
H 1.1387 0.2711 1.0150  0.18
H -1.4394 0.3796 2.1299  0.34
H -0.2238 3.0286 0.9213  0.30
H -1.5179 2.9929 2.2427  0.38